{"formula": "C10H18BF9S", "method": "wB97M-V/def2-TZVPD", "elements": ["C", "C", "C", "C", "B", "C", "C", "C", "C", "C", "F", "F", "C", "F", "F", "S", "F", "F", "F", "F", "F", "H", "H", "H", "H", "H", "H", "H", "H", "H", "H", "H", "H", "H", "H", "H", "H", "H", "H"], "coordinates": [[-1.0862, 2.8273, 0.6999], [-2.2754, 3.3490, -0.1028], [-2.6300, 2.4183, -1.2581], [-3.3895, 1.1559, -0.7885], [-2.5260, -0.1535, -0.8547], [-2.5298, -1.1782, 0.3391], [-1.2465, -2.0112, 0.4568], [-0.1169, -1.1701, 1.0667], [1.1047, -2.0360, 1.3777], [2.4557, -1.3783, 1.0739], [2.4073, -0.0378, 1.2926], [3.4334, -1.8973, 1.8744], [2.8731, -1.6392, -0.3921], [3.1619, -2.9717, -0.5212], [1.8218, -1.3416, -1.2153], [4.3556, -0.6270, -1.0234], [5.3484, -1.8667, -0.9204], [4.7637, -0.2083, 0.4461], [3.4129, 0.6363, -1.1285], [3.9884, -1.0500, -2.5136], [5.5391, 0.2516, -1.5827], [-0.1562, 2.9591, 0.1580], [-1.2214, 1.7639, 0.8946], [-1.0028, 3.3145, 1.6655], [-3.1191, 3.4708, 0.5710], [-2.0317, 4.3299, -0.5034], [-3.2222, 2.9725, -1.9794], [-1.6939, 2.1517, -1.7452], [-4.2767, 1.0126, -1.4043], [-3.7239, 1.3077, 0.2358], [-1.8680, -0.3716, -1.8325], [-2.6607, -0.6145, 1.2623], [-3.4047, -1.8180, 0.2096], [-0.9155, -2.3176, -0.5316], [-1.4056, -2.8940, 1.0714], [0.1344, -0.4157, 0.3269], [-0.4814, -0.6739, 1.9577], [1.0407, -2.9948, 0.8769], [1.1430, -2.2541, 2.4406]], "forces_ev_per_a": [[-0.4, -0.1, 0.0], [0.4, -0.1, 0.1], [-0.2, 0.2, 0.2], [0.7, -0.1, 0.0], [-0.4, 0.1, 0.2], [0.8, 0.2, -0.4], [-0.1, 0.4, 0.3], [-0.2, -0.5, -0.7], [0.4, 0.5, 0.4], [-0.3, -0.2, 0.1], [-0.2, -0.3, 0.1], [-0.4, 0.1, -0.2], [-0.1, -0.7, -0.7], [-0.4, 1.3, 0.0], [0.9, -0.4, 0.7], [0.2, -0.3, -0.1], [-0.2, 0.2, 0.0], [0.2, 0.1, -0.1], [-0.1, 0.1, -0.1], [0.1, 0.0, 0.1], [0.0, -0.1, 0.0], [0.2, 0.0, -0.1], [0.1, -0.2, 0.1], [0.1, 0.2, 0.1], [-0.3, 0.1, 0.0], [0.0, 0.2, 0.0], [-0.1, 0.0, -0.2], [0.1, -0.1, -0.3], [-0.2, -0.1, -0.1], [-0.3, 0.0, 0.1], [0.1, 0.0, 0.0], [-0.3, -0.1, 0.2], [-0.2, -0.1, 0.0], [0.0, -0.3, -0.2], [0.0, -0.2, 0.0], [0.1, 0.3, 0.1], [0.1, 0.2, 0.2], [0.1, -0.1, -0.2], [0.0, -0.1, 0.2]], "gap_ev": 11.0470, "lumo_energy_ev": 0.593, "homo_energy_ha": -0.3842, "energy_ev": -46629.3055, "multiplicity": 1}